Record 1
Computed, not measured: a 9-piece molecular cluster, C8H32NO11 overall, with ωB97M-V with the def2-TZVPD basis set.

Structure (XYZ):
```
52
C8H32NO11 (ωB97M-V with the def2-TZVPD basis set)
N -0.022 -0.348 0.535
O -1.070 0.237 0.769
O 0.068 -1.188 -0.405
O 0.900 -0.191 1.316
C 1.376 1.393 -2.390
O 2.674 2.032 -2.272
H 0.812 1.859 -3.198
H 1.477 0.315 -2.520
H 0.817 1.571 -1.471
H 2.632 2.925 -1.922
C -2.270 0.270 -2.873
O -1.575 -0.935 -2.748
H -2.898 0.388 -1.989
H -1.644 1.162 -2.894
H -2.906 0.315 -3.757
H -1.107 -0.904 -1.911
C 3.712 -1.244 -0.146
O 3.460 -1.843 1.126
H 2.979 -0.478 -0.399
H 4.740 -0.892 -0.235
H 3.572 -1.996 -0.922
H 4.021 -2.622 1.162
C -3.498 -2.504 -0.004
O -3.915 -3.105 1.244
H -3.698 -3.092 -0.900
H -4.009 -1.550 -0.131
H -2.440 -2.263 0.098
H -3.637 -2.553 1.979
C 3.147 2.164 1.489
O 3.711 1.166 2.274
H 3.494 3.125 1.868
H 3.488 2.151 0.454
H 2.058 2.181 1.484
H 4.667 1.113 2.210
C 0.457 -3.790 -2.699
O 1.305 -2.704 -2.296
H 1.018 -4.596 -3.173
H -0.124 -4.167 -1.858
H -0.271 -3.516 -3.463
H 0.899 -2.372 -1.492
C -3.807 1.805 1.717
O -3.686 0.907 0.571
H -3.562 2.833 1.449
H -4.867 1.789 1.971
H -3.221 1.520 2.591
H -2.791 0.559 0.582
C -0.391 2.440 3.462
O 0.897 2.111 3.905
H -0.382 2.857 2.455
H -1.023 1.560 3.339
H -0.896 3.136 4.131
H 1.328 2.968 3.890
```

spin multiplicity = 2
energy above the lowest of the compared OMol25 structures with the same formula, charge and spin = 0.000 eV
⟨S²⟩ = 0.757
orbital gap (spin up / spin down) = 0.3151 / 0.1654 Eh

Atom charges from the Mulliken analysis, given in e for atoms 1 to 2: number 1, N, carries 1.122; number 2, O, carries -0.609

***

Record 2
Computed, not measured: C24H25ClF3IN2O3PdS as an isolated structure, with ωB97M-V with the def2-TZVPD basis set.

Structure (XYZ):
```
61
C24H25ClF3IN2O3PdS (ωB97M-V with the def2-TZVPD basis set)
C -1.500 -1.136 3.858
C -1.611 0.032 5.003
Cl 0.030 0.511 5.761
C -2.415 1.385 4.544
C -2.554 1.597 2.925
C -4.094 1.708 2.281
C -4.384 1.956 0.666
C -5.979 2.004 0.196
C -6.112 2.534 -1.365
O -5.591 3.934 -1.368
C -3.105 2.135 -0.355
C -1.547 2.017 0.230
C -1.323 1.757 1.852
S 0.480 1.651 2.422
C 1.328 0.758 0.961
C 2.557 -0.318 1.129
C 3.139 -1.029 -0.236
C 4.344 -2.134 -0.052
C 5.839 -1.453 -0.037
C 5.818 0.107 -0.626
I 7.166 -2.690 -1.321
C 2.536 -0.703 -1.728
C 3.099 -1.405 -3.128
C 2.003 -2.381 -3.860
C 1.482 -3.644 -2.946
F 2.473 -4.727 -2.635
C 0.054 -3.775 -2.451
F -0.870 -2.612 -2.504
F -0.327 -5.137 -1.934
C 1.313 0.411 -1.882
O 0.813 0.660 -3.253
N 1.338 1.830 -3.662
O 1.673 1.689 -4.837
C 0.697 1.155 -0.536
N -0.411 2.161 -0.758
H -0.438 -1.111 3.314
H -1.506 -2.176 4.444
H -2.401 -1.187 3.112
H -2.243 -0.442 5.898
H -1.883 2.330 5.022
H -3.528 1.381 4.975
H -5.001 1.613 3.015
H -6.478 0.939 0.324
H -6.516 2.815 0.862
H -7.275 2.497 -1.620
H -5.541 1.835 -2.110
H -5.391 4.196 -2.320
H -3.317 2.339 -1.502
H 2.951 -0.515 2.220
H 4.131 -2.776 0.904
H 4.303 -2.852 -0.999
H 6.239 -1.502 1.076
H 5.352 0.159 -1.723
H 5.291 0.842 0.122
H 6.969 0.411 -0.706
H 3.290 -0.499 -3.877
H 4.142 -1.924 -2.976
H 2.542 -2.848 -4.807
H 1.089 -1.738 -4.268
H -0.865 1.997 -1.706
Pd -0.275 -2.635 2.971
```

net charge = +2
orbital gap = 0.1094 Eh

Atom charges from the Mulliken analysis, given in e for atoms 1 to 2: number 1, C, carries -0.981; number 2, C, carries 0.027

***

Record 3
Computed, not measured: C18H37O2P3Pb as an isolated structure, with ωB97M-V with the def2-TZVPD basis set.

Structure (XYZ):
```
61
C18H37O2P3Pb (ωB97M-V with the def2-TZVPD basis set)
Pb -1.463 -2.983 -1.500
P 0.945 1.175 0.945
P -0.153 -2.311 2.155
P -1.364 1.506 -1.843
H -3.109 -4.619 0.344
C -3.046 -4.421 -0.715
C -2.062 -5.142 -1.478
H -1.348 -5.783 -0.953
C -0.295 2.125 1.884
C 2.323 0.965 2.126
C 1.643 2.448 -0.145
C -1.029 -3.871 2.058
C 1.582 -2.745 2.339
C -0.689 -1.432 3.618
C -2.232 0.523 -3.129
C -0.441 2.611 -3.001
C -2.775 2.646 -1.462
H -3.981 -4.153 -1.192
H -2.290 -5.332 -2.548
H 0.235 2.926 2.421
H -0.781 1.450 2.601
H -1.055 2.561 1.219
H 2.576 1.969 2.488
H 3.204 0.532 1.626
H 2.052 0.336 2.986
H 1.669 3.415 0.380
H 1.084 2.557 -1.085
H 2.657 2.129 -0.413
H -0.981 -4.343 3.056
H -0.577 -4.576 1.345
H -2.068 -3.692 1.765
H 1.700 -3.158 3.353
H 2.258 -1.889 2.217
H 1.882 -3.518 1.617
H -0.992 -2.182 4.371
H -1.548 -0.823 3.313
H 0.103 -0.774 4.004
H -2.550 1.184 -3.945
H -3.124 0.056 -2.682
H -1.552 -0.242 -3.527
H -1.087 2.867 -3.851
H 0.457 2.078 -3.350
H -0.166 3.533 -2.469
H -3.174 3.117 -2.377
H -2.398 3.396 -0.757
H -3.562 2.054 -0.979
C -4.149 -1.184 -0.049
C -5.114 -0.481 0.743
C -6.260 0.067 0.194
C -6.526 -0.101 -1.163
C -5.654 -0.840 -1.957
C -4.572 -1.489 -1.387
O -2.946 -1.393 0.401
H -0.572 -1.334 1.240
H -4.879 -0.341 1.791
H -6.958 0.609 0.835
H -7.407 0.353 -1.615
H -5.870 -0.999 -3.017
H -4.021 -2.210 -2.005
O 1.939 -0.894 -1.548
C 1.155 -0.669 -0.732
```

net charge = +4
orbital gap (spin up / spin down) = 0.1409 / 0.1396 Eh

Atom charges from the Mulliken analysis, given in e for atoms 1 to 2: number 1, Pb, carries 1.154; number 2, P, carries 0.897

***

Record 4
Computed, not measured: C16H21Cu2F3N3O3 as an isolated structure, with ωB97M-V with the def2-TZVPD basis set.

Structure (XYZ):
```
48
C16H21Cu2F3N3O3 (ωB97M-V with the def2-TZVPD basis set)
Cu -0.692 -3.711 2.324
Cu 1.829 -4.063 0.774
O 0.521 -2.437 1.226
H 0.364 -1.571 0.836
N -1.439 -0.444 -2.252
C -2.612 0.254 -2.140
C -2.343 1.506 -1.646
C -0.958 1.501 -1.319
C -0.407 0.347 -1.806
H -1.426 -1.427 -2.473
H -3.516 -0.173 -2.546
H -3.044 2.302 -1.469
H -0.449 2.340 -0.869
H 0.601 -0.020 -1.694
N 3.044 -0.828 0.321
C 3.725 -0.273 -0.731
C 5.037 -0.181 -0.381
C 5.166 -0.685 0.940
C 3.920 -1.050 1.359
H 2.076 -1.075 0.315
H 3.236 0.046 -1.636
H 5.842 0.293 -0.917
H 6.064 -0.659 1.534
H 3.559 -1.446 2.294
N -0.309 -3.169 -1.461
C 0.543 -3.237 -2.536
C -0.220 -3.562 -3.627
C -1.559 -3.729 -3.192
C -1.549 -3.621 -1.824
H -0.037 -2.915 -0.520
H 1.574 -2.934 -2.444
H 0.104 -3.509 -4.654
H -2.409 -4.035 -3.778
H -2.339 -3.729 -1.099
C -1.094 1.399 2.054
C -2.371 2.216 1.911
O -2.423 3.374 2.716
C -1.515 4.301 2.453
O -0.826 4.350 1.482
C -1.461 5.406 3.536
F -1.694 6.604 2.993
F -2.390 5.209 4.473
F -0.253 5.415 4.090
H -1.074 0.453 1.519
H -0.929 1.214 3.123
H -0.203 1.948 1.742
H -3.181 1.530 2.146
H -2.482 2.471 0.857
```

energy above the lowest of the compared OMol25 structures with the same formula, charge and spin = 2.987 eV
net charge = +1
orbital gap = 0.1505 Eh

Atom charges from the Mulliken analysis, given in e for atoms 1 to 2: number 1, Cu, carries 0.590; number 2, Cu, carries 0.679

***

Record 5
Computed, not measured: one molecule with the formula C5H8S, with ωB97M-V with the def2-TZVPD basis set.

Structure (XYZ):
```
14
C5H8S (ωB97M-V with the def2-TZVPD basis set)
C 0.940 -0.204 -0.518
C 2.287 0.321 -0.475
C -0.323 -0.008 0.059
C -1.240 -1.062 -0.394
C -0.899 1.003 0.952
S 3.641 -0.572 -0.199
H 0.853 -1.143 -1.092
H 2.406 1.494 -0.423
H -2.262 -0.633 -0.403
H -1.135 -1.870 0.202
H -0.972 -1.176 -1.460
H -1.396 0.553 1.811
H -1.698 1.610 0.461
H -0.203 1.688 1.479
```

energy above the lowest of the compared OMol25 structures with the same formula, charge and spin = 1.984 eV
SMILES = CC(C)=CC=S
orbital gap = 0.2932 Eh

Atom charges from the Mulliken analysis, given in e for atoms 1 to 2: number 1, C, carries -0.402; number 2, C, carries -0.485

***

Record 6
Computed, not measured: C26H27N4O3STi as an isolated structure, with ωB97M-V with the def2-TZVPD basis set.

Structure (XYZ):
```
62
C26H27N4O3STi (ωB97M-V with the def2-TZVPD basis set)
Ti -0.036 0.292 0.944
C -0.407 3.309 -0.152
C -0.602 2.545 -1.452
C -1.593 1.404 -1.378
C -2.335 1.036 -2.451
C -3.243 -0.024 -2.381
C -3.521 -0.581 -1.108
C -2.721 -0.224 -0.018
N -1.789 0.771 -0.160
N 0.335 2.501 0.822
C 0.049 3.074 2.198
C -0.921 2.192 2.892
C -1.843 2.676 3.801
C -2.610 1.804 4.610
C -2.328 0.440 4.540
C -1.400 -0.035 3.606
N -0.774 0.816 2.724
C 1.847 2.785 0.599
C 2.679 1.764 1.329
C 4.068 1.764 1.202
C 4.784 0.643 1.652
C 4.057 -0.223 2.495
C 2.701 -0.082 2.691
N 1.989 0.743 1.896
H -1.389 3.626 0.303
H 0.102 4.301 -0.395
H 0.419 2.281 -1.772
H -1.061 3.187 -2.204
H -2.216 1.591 -3.406
H -3.769 -0.335 -3.294
H -4.296 -1.302 -0.992
H -2.796 -0.764 0.934
H -0.329 4.119 2.194
H 0.958 3.124 2.797
H -1.861 3.755 3.934
H -3.334 2.241 5.302
H -2.649 -0.271 5.295
H -1.034 -1.054 3.683
H 2.081 3.846 0.876
H 2.027 2.592 -0.513
H 4.563 2.542 0.623
H 5.855 0.644 1.478
H 4.604 -1.017 2.979
H 2.155 -0.783 3.304
C -0.541 -5.302 -4.990
C -0.243 -4.238 -3.908
C 0.820 -3.341 -4.079
C 1.311 -2.563 -3.033
C 0.581 -2.524 -1.828
C -0.396 -3.508 -1.568
C -0.753 -4.375 -2.627
S 1.238 -1.433 -0.571
O 1.143 0.022 -0.916
O 2.528 -2.028 -0.345
O 0.375 -1.571 0.752
H 0.421 -5.831 -5.242
H -0.939 -4.875 -5.936
H -1.275 -6.007 -4.599
H 1.339 -3.377 -5.032
H 2.222 -2.009 -3.124
H -0.799 -3.574 -0.591
H -1.448 -5.176 -2.390
```

net charge = +3
orbital gap = 0.1838 Eh

Atom charges from the Mulliken analysis, given in e for atoms 1 to 2: number 1, Ti, carries -0.189; number 2, C, carries -0.959

***

Record 7
Computed, not measured: C21H21ClIN2OReSbSe4 as an isolated structure, with ωB97M-V with the def2-TZVPD basis set.

Structure (XYZ):
```
53
C21H21ClIN2OReSbSe4 (ωB97M-V with the def2-TZVPD basis set)
Re 0.483 0.585 -0.105
Cl -4.252 5.712 0.513
C -2.815 4.762 0.467
C -1.601 5.359 0.629
C -0.403 4.605 0.603
I 1.423 5.538 0.849
C -0.471 3.250 0.422
O 0.598 2.433 0.374
C -1.719 2.630 0.221
N -1.664 1.284 -0.016
C -2.813 0.644 -0.197
C -4.050 1.288 -0.163
C -4.108 2.643 0.054
C -2.917 3.361 0.251
H -1.549 6.428 0.780
H -2.763 -0.420 -0.378
H -4.948 0.708 -0.317
H -5.057 3.162 0.073
Se 0.575 -5.272 1.847
Sb -1.104 -5.191 0.271
Se -0.388 -1.454 -0.960
Se 1.419 -2.940 -1.258
Se 0.135 -4.721 -2.001
C 2.815 0.500 2.999
C 3.316 -0.822 2.406
C 2.228 -1.894 2.365
C 4.050 -0.630 1.093
C 5.400 -0.939 1.054
C 6.156 -0.733 -0.087
C 5.581 -0.181 -1.218
C 4.237 0.156 -1.259
C 3.718 0.827 -2.519
C 3.293 2.277 -2.274
C 2.658 0.028 -3.276
C 3.474 -0.111 -0.093
N 2.124 0.177 -0.105
H 2.539 0.353 4.045
H 1.935 0.876 2.479
H 3.588 1.269 2.958
H 4.079 -1.199 3.091
H 1.361 -1.595 1.777
H 1.880 -2.093 3.380
H 2.614 -2.827 1.952
H 5.869 -1.344 1.942
H 7.209 -0.985 -0.087
H 6.191 0.005 -2.093
H 4.587 0.870 -3.180
H 2.409 2.350 -1.641
H 3.059 2.758 -3.225
H 4.095 2.843 -1.797
H 1.695 0.026 -2.768
H 2.971 -1.006 -3.422
H 2.507 0.475 -4.260
```

energy above the lowest of the compared OMol25 structures with the same formula, charge and spin = 0.822 eV
net charge = +1
orbital gap (spin up / spin down) = 0.2261 / 0.2261 Eh

Atom charges from the Mulliken analysis, given in e for atoms 1 to 2: number 1, Re, carries 1.136; number 2, Cl, carries -0.216

***

Record 8
Computed, not measured: C19H15AsLiO5S2 as an isolated structure, with ωB97M-V with the def2-TZVPD basis set.

Structure (XYZ):
```
43
C19H15AsLiO5S2 (ωB97M-V with the def2-TZVPD basis set)
Li 2.215 -2.714 1.406
O 0.998 -1.635 -1.482
S 1.787 -3.005 -1.546
O 3.146 -2.678 -1.862
O 0.997 -3.798 -2.516
O 1.751 -3.583 -0.186
S 3.165 -3.547 4.723
C 2.382 -3.225 3.389
O 2.117 -0.824 0.806
As 0.794 -0.323 -0.032
C 0.697 0.784 -1.616
C 1.755 0.828 -2.521
C 1.653 1.558 -3.688
C 0.409 2.080 -4.071
C -0.688 1.928 -3.256
C -0.536 1.341 -2.020
C -0.890 -1.143 0.410
C -1.185 -2.488 0.169
C -2.499 -2.950 0.343
C -3.569 -2.021 0.542
C -3.263 -0.692 0.825
C -1.930 -0.256 0.706
C 0.572 1.330 1.215
C 0.179 2.583 0.790
C -0.122 3.569 1.761
C -0.094 3.258 3.094
C 0.345 2.042 3.526
C 0.594 1.045 2.609
H 2.634 0.271 -2.357
H 2.444 1.668 -4.387
H 0.283 2.517 -5.035
H -1.618 2.264 -3.611
H -1.351 1.250 -1.354
H -0.371 -3.136 -0.091
H -2.753 -4.015 0.182
H -4.575 -2.330 0.499
H -4.089 0.011 0.961
H -1.684 0.810 1.004
H 0.020 2.834 -0.257
H -0.566 4.521 1.528
H -0.492 3.984 3.809
H 0.446 1.853 4.620
H 0.893 0.035 2.972
```

spin multiplicity = 2
energy above the lowest of the compared OMol25 structures with the same formula, charge and spin = 0.000 eV
⟨S²⟩ = 0.756
net charge = -2
orbital gap (spin up / spin down) = 0.1516 / 0.2818 Eh

Atom charges from the Mulliken analysis, given in e for atoms 1 to 2: number 1, Li, carries 1.045; number 2, O, carries -0.576